a | Entry from the OMol25 dataset: 5 unconnected molecules or ions with the total composition C45H95N5O5 (ωB97M-V/def2-TZVPD).

HOMO level   -7.8 eV
SMILES   CC1(C)CCCC(C)(C)N1O.CC1(C)CCCC(C)(C)N1O.CC1(C)CCCC(C)(C)N1O.CC1(C)CCCC(C)(C)N1O.CC1(C)CCCC(C)(C)N1O
Total charge   0
LUMO energy   0.58 eV

Atoms and positions in Å:
1 C -5.19 -12.48 -25.85
2 C -4.23 -13.50 -26.42
3 C -3.84 -14.48 -25.28
4 C -4.99 -14.26 -27.48
5 C -4.17 -15.17 -28.39
6 C -3.01 -14.40 -29.01
7 C -2.24 -13.50 -28.02
8 C -1.21 -14.38 -27.28
9 C -1.50 -12.45 -28.85
10 N -3.13 -12.83 -27.07
11 O -2.39 -12.00 -26.19
12 H -5.55 -11.85 -26.67
13 H -6.00 -12.95 -25.29
14 H -4.74 -11.79 -25.13
15 H -3.36 -13.90 -24.49
16 H -4.76 -14.88 -24.85
17 H -3.24 -15.32 -25.61
18 H -5.84 -14.81 -27.07
19 H -5.57 -13.56 -28.11
20 H -3.73 -16.00 -27.82
21 H -4.87 -15.55 -29.13
22 H -3.37 -13.83 -29.87
23 H -2.25 -15.10 -29.39
24 H -1.61 -15.37 -27.03
25 H -0.80 -13.92 -26.38
26 H -0.35 -14.63 -27.90
27 H -2.13 -12.07 -29.66
28 H -0.74 -12.98 -29.45
29 H -1.00 -11.66 -28.30
30 H -2.79 -11.14 -26.32
31 C -2.92 -9.23 -28.62
32 C -2.39 -7.80 -28.48
33 C -3.42 -6.99 -27.65
34 C -1.04 -7.86 -27.76
35 C -0.20 -6.60 -27.95
36 C -0.06 -6.35 -29.45
37 C -1.36 -6.22 -30.22
38 C -1.89 -4.79 -30.05
39 C -1.03 -6.36 -31.71
40 N -2.28 -7.25 -29.82
41 O -3.54 -7.13 -30.46
42 H -2.79 -9.80 -27.70
43 H -3.99 -9.25 -28.84
44 H -2.41 -9.70 -29.46
45 H -4.42 -7.19 -28.01
46 H -3.41 -7.29 -26.59
47 H -3.23 -5.92 -27.70
48 H -1.27 -7.94 -26.69
49 H -0.48 -8.70 -28.15
50 H -0.61 -5.72 -27.46
51 H 0.82 -6.78 -27.61
52 H 0.47 -7.24 -29.85
53 H 0.74 -5.65 -29.71
54 H -2.80 -4.60 -30.63
55 H -1.14 -4.03 -30.21
56 H -2.30 -4.64 -29.03
57 H -0.36 -5.56 -32.04
58 H -1.90 -6.49 -32.35
59 H -0.45 -7.29 -31.88
60 H -3.58 -7.98 -30.92
61 C -2.35 -1.21 -36.15
62 C -2.29 -2.42 -35.19
63 C -3.12 -3.55 -35.76
64 C -0.85 -2.90 -35.02
65 C -0.05 -2.18 -33.94
66 C -0.84 -2.20 -32.64
67 C -2.16 -1.46 -32.76
68 C -2.95 -1.74 -31.50
69 C -2.04 0.06 -32.93
70 N -2.86 -2.08 -33.89
71 O -4.23 -1.76 -33.89
72 H -3.36 -0.79 -36.17
73 H -1.68 -0.44 -35.75
74 H -2.02 -1.44 -37.16
75 H -4.14 -3.23 -35.99
76 H -2.68 -3.93 -36.70
77 H -3.18 -4.44 -35.14
78 H -0.83 -3.96 -34.73
79 H -0.37 -2.87 -36.00
80 H 0.94 -2.61 -33.76
81 H 0.13 -1.14 -34.25
82 H -0.25 -1.77 -31.83
83 H -1.06 -3.25 -32.42
84 H -3.79 -1.09 -31.25
85 H -2.30 -1.79 -30.61
86 H -3.35 -2.76 -31.49
87 H -3.04 0.47 -33.05
88 H -1.47 0.30 -33.83
89 H -1.54 0.50 -32.07
90 H -4.37 -1.12 -34.60
91 C -7.69 -2.53 -27.84
92 C -7.04 -3.61 -28.70
93 C -5.67 -4.02 -28.14
94 C -7.98 -4.85 -28.59
95 C -7.85 -5.88 -29.72
96 C -7.98 -5.16 -31.05
97 C -6.95 -4.05 -31.23
98 C -5.58 -4.75 -31.45
99 C -7.31 -3.27 -32.49
100 N -7.02 -3.19 -30.09
101 O -6.16 -2.06 -30.24
102 H -8.11 -2.96 -26.93
103 H -6.95 -1.77 -27.56
104 H -8.50 -2.05 -28.39
105 H -5.78 -4.14 -27.06
106 H -5.33 -4.96 -28.56
107 H -4.92 -3.27 -28.38
108 H -7.66 -5.36 -27.67
109 H -9.02 -4.55 -28.43
110 H -6.84 -6.30 -29.62
111 H -8.61 -6.65 -29.55
112 H -9.00 -4.73 -31.08
113 H -8.03 -5.89 -31.86
114 H -5.28 -5.23 -30.52
115 H -4.85 -3.95 -31.62
116 H -5.58 -5.41 -32.31
117 H -7.84 -3.87 -33.23
118 H -6.44 -2.86 -33.02
119 H -7.93 -2.40 -32.26
120 H -6.67 -1.47 -30.80
121 C -2.49 -10.49 -32.94
122 C -3.87 -10.03 -33.40
123 C -3.96 -8.52 -33.53
124 C -3.95 -10.59 -34.86
125 C -5.35 -10.67 -35.45
126 C -6.31 -11.32 -34.46
127 C -6.30 -10.70 -33.07
128 C -7.03 -9.34 -33.06
129 C -7.04 -11.62 -32.11
130 N -4.91 -10.65 -32.61
131 O -4.84 -10.05 -31.31
132 H -1.74 -10.08 -33.62
133 H -2.22 -10.04 -31.97
134 H -2.44 -11.56 -32.77
135 H -4.78 -8.19 -34.17
136 H -4.15 -8.09 -32.55
137 H -3.06 -8.11 -33.98
138 H -3.38 -9.87 -35.47
139 H -3.50 -11.58 -34.93
140 H -5.74 -9.75 -35.90
141 H -5.36 -11.31 -36.34
142 H -6.16 -12.40 -34.37
143 H -7.35 -11.22 -34.82
144 H -6.67 -8.69 -33.85
145 H -6.84 -8.83 -32.11
146 H -8.10 -9.50 -33.17
147 H -8.11 -11.61 -32.35
148 H -6.93 -11.20 -31.11
149 H -6.65 -12.64 -32.17
150 H -4.61 -10.79 -30.74

Löwdin population analysis, charges in e, atoms 1 to 4: atom 1 (C): -0.039, atom 2 (C): -0.546, atom 3 (C): -0.017, atom 4 (C): -0.156

=====

b | Entry from the OMol25 dataset: 5 unconnected molecules or ions with the total composition C45H95N5O5 (ωB97M-V/def2-TZVPD).

HOMO level   -7.9 eV
SMILES   CC1(C)CCCC(C)(C)N1O.CC1(C)CCCC(C)(C)N1O.CC1(C)CCCC(C)(C)N1O.CC1(C)CCCC(C)(C)N1O.CC1(C)CCCC(C)(C)N1O
Total charge   0
LUMO energy   0.56 eV

Atoms and positions in Å:
1 C 1.99 0.59 7.02
2 C 1.94 -0.32 5.83
3 C 0.57 0.11 5.14
4 C 3.19 -0.09 5.01
5 C 3.39 -1.06 3.87
6 C 3.37 -2.44 4.44
7 C 2.13 -2.89 5.25
8 C 0.95 -3.23 4.32
9 C 2.60 -4.16 6.10
10 N 1.81 -1.76 6.22
11 O 0.68 -2.14 7.02
12 H 2.63 0.28 7.85
13 H 2.13 1.63 6.75
14 H 1.00 0.60 7.48
15 H 0.60 1.20 5.05
16 H 0.45 -0.31 4.15
17 H -0.43 -0.14 5.49
18 H 3.20 0.89 4.52
19 H 4.06 -0.10 5.67
20 H 2.72 -0.85 3.03
21 H 4.32 -1.01 3.31
22 H 4.22 -2.58 5.11
23 H 3.53 -3.07 3.57
24 H 0.82 -2.45 3.57
25 H -0.02 -3.33 4.80
26 H 1.19 -4.21 3.90
27 H 3.53 -4.00 6.65
28 H 2.78 -5.05 5.50
29 H 1.75 -4.31 6.77
30 H 1.13 -2.69 7.67
31 C -4.12 -0.13 4.35
32 C -5.52 0.14 3.90
33 C -6.11 -0.97 2.95
34 C -6.50 0.12 5.15
35 C -6.91 1.35 5.92
36 C -7.10 2.52 4.95
37 C -5.98 2.70 3.89
38 C -6.50 3.76 2.88
39 C -4.72 3.39 4.53
40 N -5.68 1.43 3.17
41 O -4.87 1.51 2.04
42 H -3.91 -1.10 4.80
43 H -3.48 -0.04 3.48
44 H -3.83 0.66 5.04
45 H -7.04 -0.80 2.40
46 H -5.38 -1.25 2.19
47 H -6.20 -1.92 3.48
48 H -7.34 -0.49 4.83
49 H -5.94 -0.45 5.89
50 H -7.71 1.11 6.61
51 H -6.10 1.61 6.60
52 H -7.04 3.33 5.68
53 H -8.11 2.52 4.54
54 H -5.78 4.34 2.29
55 H -7.13 4.48 3.40
56 H -7.07 3.27 2.09
57 H -3.92 3.75 3.88
58 H -4.31 2.63 5.19
59 H -5.05 4.11 5.28
60 H -5.50 1.70 1.35
61 C -5.43 3.61 -4.22
62 C -4.08 2.94 -3.94
63 C -3.91 3.02 -2.39
64 C -4.26 1.44 -4.26
65 C -4.09 1.17 -5.75
66 C -2.82 1.79 -6.30
67 C -2.67 3.30 -6.08
68 C -1.18 3.68 -6.39
69 C -3.66 3.95 -7.08
70 N -2.91 3.66 -4.66
71 O -2.68 4.98 -4.30
72 H -6.26 3.41 -3.55
73 H -5.32 4.69 -4.28
74 H -5.82 3.39 -5.22
75 H -2.84 3.01 -2.21
76 H -4.17 3.95 -1.89
77 H -4.18 2.08 -1.89
78 H -3.56 0.77 -3.76
79 H -5.21 1.13 -3.83
80 H -3.95 0.11 -5.97
81 H -4.96 1.69 -6.15
82 H -2.74 1.60 -7.37
83 H -1.99 1.24 -5.85
84 H -0.49 3.07 -5.79
85 H -1.09 4.75 -6.21
86 H -0.91 3.46 -7.42
87 H -3.96 4.97 -6.85
88 H -4.59 3.46 -7.37
89 H -3.26 4.00 -8.09
90 H -1.82 4.96 -3.88
91 C 9.70 -0.57 -3.04
92 C 8.25 -0.28 -3.56
93 C 8.08 1.23 -3.92
94 C 8.28 -0.92 -4.97
95 C 8.11 -2.38 -4.94
96 C 6.90 -2.77 -4.18
97 C 6.88 -2.32 -2.65
98 C 5.38 -2.58 -2.10
99 C 7.83 -3.09 -1.70
100 N 7.03 -0.80 -2.76
101 O 7.06 -0.13 -1.54
102 H 9.92 -0.12 -2.08
103 H 9.95 -1.63 -3.01
104 H 10.43 -0.14 -3.73
105 H 7.22 1.44 -4.56
106 H 7.90 1.85 -3.05
107 H 8.92 1.61 -4.50
108 H 7.62 -0.48 -5.72
109 H 9.20 -0.67 -5.50
110 H 8.12 -2.81 -5.94
111 H 9.03 -2.82 -4.53
112 H 6.80 -3.86 -4.13
113 H 6.00 -2.34 -4.63
114 H 5.18 -3.62 -1.85
115 H 4.63 -2.16 -2.77
116 H 5.40 -2.01 -1.18
117 H 8.18 -2.48 -0.87
118 H 8.78 -3.24 -2.21
119 H 7.35 -4.01 -1.36
120 H 6.65 0.67 -1.85
121 C -0.38 -0.41 1.13
122 C -1.15 -1.32 0.07
123 C -2.26 -2.19 0.84
124 C -1.96 -0.44 -0.92
125 C -1.12 0.22 -2.02
126 C -0.47 -0.89 -2.88
127 C 0.31 -1.99 -2.03
128 C 0.34 -3.31 -2.97
129 C 1.76 -1.34 -1.98
130 N -0.38 -2.29 -0.76
131 O 0.40 -3.15 0.07
132 H -1.05 0.21 1.73
133 H 0.10 -1.06 1.86
134 H 0.45 0.20 0.78
135 H -2.80 -2.89 0.21
136 H -1.79 -2.87 1.55
137 H -2.85 -1.64 1.57
138 H -2.76 -1.02 -1.39
139 H -2.52 0.43 -0.55
140 H -1.73 0.86 -2.66
141 H -0.32 0.72 -1.48
142 H 0.19 -0.32 -3.53
143 H -1.07 -1.47 -3.58
144 H -0.56 -3.83 -3.30
145 H 0.98 -4.04 -2.47
146 H 1.10 -3.13 -3.73
147 H 2.43 -2.15 -1.69
148 H 1.89 -0.50 -1.30
149 H 2.18 -0.93 -2.89
150 H -0.32 -3.70 0.37

Löwdin population analysis, charges in e, atoms 1 to 4: atom 1 (C): -0.068, atom 2 (C): -0.481, atom 3 (C): -0.023, atom 4 (C): -0.140

=====

Least stable = b

=====

a | Entry from the OMol25 dataset: a single C5H9NO3S molecule (ωB97M-V/def2-TZVPD).

HOMO level   -8.5 eV
SMILES   C=CSC[C@@H](O)/C=[N+](\[O-])O
Total charge   0
LUMO energy   0.61 eV

Atoms and positions in Å:
1 C -1.38 -1.28 2.32
2 C -1.00 -0.70 1.21
3 S -1.37 1.09 1.04
4 C -1.12 1.12 -0.81
5 C 0.37 1.27 -1.01
6 O 0.85 2.57 -0.52
7 C 1.08 0.12 -0.25
8 N 1.27 -0.98 -0.84
9 O 0.77 -1.52 -1.80
10 O 2.17 -1.94 -0.14
11 H -1.64 -1.02 3.38
12 H -1.22 -2.32 2.33
13 H -0.97 -1.23 0.23
14 H -1.50 2.17 -1.09
15 H -1.50 0.14 -1.19
16 H 0.55 1.17 -2.07
17 H 0.05 3.09 -0.65
18 H 1.68 0.43 0.57
19 H 2.90 -2.20 -0.70

natural (NBO) population analysis, charges in e, atoms 1 to 4: atom 1 (C): -0.411, atom 2 (C): -0.338, atom 3 (S): 0.176, atom 4 (C): -0.532

=====

b | Entry from the OMol25 dataset: a molecular structure, C5H9NO3S (ωB97M-V/def2-TZVPD).

HOMO level   -9.6 eV
Total charge   0
LUMO energy   0.14 eV

Atoms and positions in Å:
1 C 0.42 -0.22 -0.43
2 C 0.95 1.11 -0.12
3 C 2.28 0.40 -0.47
4 C 3.19 0.17 0.74
5 C -3.31 -1.33 0.21
6 N 1.52 -0.85 -0.84
7 O -0.90 -0.60 -0.54
8 O -3.07 0.64 -1.54
9 O -2.48 1.20 0.82
10 S -2.57 0.21 -0.25
11 H 0.60 1.92 -0.89
12 H 0.86 1.40 0.87
13 H 2.67 0.66 -1.39
14 H 3.76 -0.65 0.53
15 H 2.49 -0.14 1.54
16 H 3.84 0.96 0.86
17 H -2.95 -1.59 1.24
18 H -4.36 -1.21 0.15
19 H -2.94 -2.09 -0.51

natural (NBO) population analysis, charges in e, atoms 1 to 4: atom 1 (C): 0.535, atom 2 (C): -0.511, atom 3 (C): -0.047, atom 4 (C): -0.610

=====

Least stable = a